Entry 1:
Here is a structure of composition C23H64InN6O6S at a distorted geometry from the Open Molecules 2025 dataset. Energies are from the ωB97M-V functional and the def2-TZVPD basis.

Properties
M = 667.686 g/mol
Net charge = -1
Spin multiplicity = 1
Frontier orbital gap = 0.2623 hartree
Total energy = -62121.7803 eV

Structure (XYZ):
```
101
Properties=species:S:1:pos:R:3:forces:R:3:lowdin_charge:R:1
N -1.839 1.928 -6.073 -0.24 -0.14 -0.58 0.092
C -1.424 0.932 -7.015 -0.19 0.22 -1.11 -0.493
O -1.617 1.100 -8.207 0.25 -0.06 0.97 0.044
C -0.716 -0.312 -6.518 -0.35 0.00 0.57 -0.242
C -0.708 -0.544 -5.004 0.67 0.32 -0.11 -0.342
In 0.817 0.689 -3.921 -0.46 -0.17 0.07 0.251
S 3.003 0.142 -5.080 0.33 0.01 0.16 0.087
H -2.198 1.457 -5.257 0.23 -0.04 0.37 0.051
H -1.011 2.428 -5.762 0.06 0.18 0.16 0.027
H 0.309 -0.218 -6.867 0.23 0.03 -0.23 0.083
H -1.144 -1.155 -7.056 -0.12 -0.12 -0.27 0.103
H -0.404 -1.573 -4.835 -0.02 -0.24 0.13 0.015
H -1.694 -0.418 -4.567 -0.29 -0.09 0.09 0.013
H 0.459 2.419 -4.079 0.13 -0.09 -0.08 -0.100
H 0.966 0.173 -2.234 0.14 0.10 -0.17 -0.109
H 2.666 -0.528 -6.186 -0.29 0.01 -0.03 -0.344
C -1.253 -3.609 1.781 -0.04 -0.05 0.02 -0.068
C -1.997 -2.363 1.314 0.09 -0.05 0.04 -0.430
C -1.487 -1.783 -0.011 -0.14 0.06 -0.15 -0.215
O -0.273 -1.087 0.089 0.12 -0.08 0.16 -0.211
C 0.902 -1.869 -0.031 0.04 0.18 0.09 -0.116
N -1.980 -1.359 2.384 -0.05 0.04 0.09 0.045
H -0.277 -3.364 2.197 0.04 0.05 -0.04 0.067
H -1.821 -4.116 2.562 0.00 0.03 0.03 0.065
H -1.107 -4.312 0.958 0.01 0.01 -0.01 0.078
H -3.041 -2.646 1.148 -0.02 0.02 -0.04 0.132
H -2.218 -1.045 -0.355 0.00 0.02 -0.02 0.124
H -1.421 -2.557 -0.788 -0.01 -0.06 0.06 0.123
H 0.764 -2.692 -0.738 -0.02 -0.02 0.00 0.086
H 1.219 -2.263 0.941 -0.02 -0.11 -0.05 0.075
H 1.683 -1.217 -0.414 -0.02 0.01 -0.06 0.063
H -2.570 -0.578 2.112 -0.05 0.00 0.03 0.074
H -1.044 -0.964 2.412 0.05 -0.02 0.00 0.072
C 4.848 -4.840 -4.783 0.08 -0.08 -0.04 -0.071
C 3.513 -5.260 -4.175 0.06 0.17 -0.06 -0.439
C 2.445 -5.636 -5.213 -0.03 -0.09 0.11 -0.220
O 1.844 -4.539 -5.860 -0.05 -0.05 -0.14 -0.187
C 2.570 -3.997 -6.945 -0.06 0.16 0.07 -0.102
N 3.062 -4.208 -3.263 -0.22 -0.14 -0.06 0.048
H 4.807 -3.826 -5.180 -0.05 0.02 0.00 0.068
H 5.625 -4.854 -4.020 -0.02 0.03 0.03 0.072
H 5.148 -5.516 -5.587 -0.01 0.01 -0.01 0.074
H 3.693 -6.162 -3.580 -0.04 -0.04 0.00 0.129
H 1.629 -6.144 -4.691 -0.02 0.02 0.01 0.118
H 2.848 -6.343 -5.953 0.07 0.03 0.00 0.115
H 3.089 -4.779 -7.509 0.03 -0.02 0.02 0.086
H 3.287 -3.246 -6.608 0.06 -0.03 -0.06 0.071
H 1.855 -3.506 -7.605 -0.03 -0.01 0.02 0.088
H 2.232 -4.526 -2.772 0.04 -0.02 0.08 0.066
H 2.733 -3.427 -3.827 0.16 0.15 0.07 0.070
C 3.410 5.844 0.001 0.04 0.00 0.04 -0.073
C 3.190 4.415 -0.486 -0.01 0.06 0.05 -0.426
C 2.886 4.291 -1.983 0.06 -0.21 -0.03 -0.205
O 1.583 4.681 -2.350 -0.03 0.17 0.10 -0.206
C 1.390 6.061 -2.560 -0.10 -0.10 -0.03 -0.113
N 2.160 3.769 0.333 -0.11 -0.05 0.01 0.043
H 2.470 6.387 0.099 -0.04 -0.01 -0.05 0.061
H 3.882 5.837 0.984 -0.03 -0.02 0.02 0.071
H 4.057 6.399 -0.682 -0.01 0.00 -0.02 0.075
H 4.121 3.866 -0.318 0.04 -0.02 -0.05 0.135
H 2.955 3.231 -2.240 -0.07 0.00 -0.10 0.119
H 3.628 4.826 -2.592 0.03 0.06 0.07 0.123
H 2.280 6.530 -2.992 0.03 0.02 0.02 0.088
H 1.119 6.583 -1.636 0.08 0.06 -0.01 0.072
H 0.563 6.169 -3.263 0.01 -0.02 -0.01 0.088
H 2.109 2.785 0.079 0.03 -0.02 0.01 0.082
H 1.260 4.143 0.044 -0.02 0.03 -0.04 0.074
C -0.417 3.325 5.308 0.00 0.05 0.06 -0.073
C 0.050 3.774 3.927 -0.05 -0.15 0.09 -0.435
C -1.034 4.487 3.108 0.11 0.11 -0.05 -0.210
O -2.015 3.634 2.553 -0.09 0.01 0.01 -0.187
C -3.062 3.264 3.425 0.01 -0.12 -0.08 -0.112
N 0.629 2.633 3.221 -0.10 0.08 -0.14 0.051
H -1.032 2.426 5.256 -0.03 -0.02 -0.02 0.056
H 0.443 3.086 5.932 0.03 -0.03 -0.02 0.072
H -0.993 4.107 5.809 -0.01 -0.01 -0.01 0.074
H 0.851 4.506 4.073 -0.01 0.07 -0.05 0.133
H -0.552 4.967 2.253 0.00 -0.04 -0.04 0.117
H -1.517 5.278 3.699 0.01 -0.03 0.06 0.116
H -3.319 4.080 4.110 0.01 0.00 0.04 0.087
H -2.812 2.372 4.006 -0.02 0.04 0.09 0.070
H -3.934 3.037 2.811 0.00 0.02 -0.03 0.084
H 1.060 2.954 2.357 0.19 0.03 0.06 0.034
H -0.136 2.033 2.925 0.01 -0.07 0.04 0.066
C -4.501 -0.669 6.985 -0.08 0.02 -0.03 -0.073
C -3.631 -1.296 5.898 0.00 0.06 0.18 -0.440
C -3.559 -2.826 5.962 -0.02 -0.03 -0.20 -0.205
O -2.733 -3.342 6.990 -0.04 -0.03 0.09 -0.187
C -3.335 -3.429 8.264 0.14 -0.02 -0.01 -0.116
N -2.309 -0.672 5.918 0.06 -0.15 -0.15 0.047
H -3.993 -0.651 7.950 0.03 -0.04 0.01 0.062
H -4.733 0.363 6.725 0.04 0.02 -0.01 0.071
H -5.443 -1.210 7.102 0.01 -0.01 0.01 0.075
H -4.086 -1.056 4.933 0.00 -0.06 -0.06 0.129
H -3.116 -3.179 5.028 0.06 0.02 0.01 0.113
H -4.564 -3.265 6.036 -0.03 0.05 0.03 0.118
H -4.397 -3.681 8.188 -0.03 0.03 0.01 0.087
H -3.225 -2.500 8.830 -0.09 0.00 0.01 0.074
H -2.827 -4.222 8.812 0.01 -0.01 -0.02 0.084
H -1.786 -1.010 5.113 -0.04 0.12 -0.09 0.054
H -1.805 -1.028 6.725 0.00 0.06 0.06 0.069
```
Forces are in eV/Å.

Entry 2:
Here is a cluster of 8 separate species, C23H66N6O8 in total at a distorted geometry from the Open Molecules 2025 dataset. Energies are from the ωB97M-V functional and the def2-TZVPD basis.

Properties
M = 554.815 g/mol
Relative energy (zero: lowest compared OMol25 entry of this formula, charge and spin) = 1.2910 eV
Spin multiplicity = 1
Frontier orbital gap = 0.3588 hartree
SMILES = COC[C@H](C)N.COC[C@H](C)N.COC[C@H](C)N.COC[C@H](C)N.NC(N)=O.CCO.CCO.CCO
Total energy = -50239.7037 eV

Structure (XYZ):
```
103
Properties=species:S:1:pos:R:3:forces:R:3:lowdin_charge:R:1
C 4.702 1.969 -3.016 1.52 -0.85 -1.04 -0.098
C 4.147 0.869 -2.140 -0.73 0.38 0.17 -0.370
O 5.067 0.530 -1.145 0.51 0.36 0.55 -0.099
H 5.076 2.853 -2.503 -0.56 0.06 0.30 0.073
H 4.077 2.208 -3.877 -0.39 0.21 0.34 0.066
H 5.607 1.567 -3.496 0.02 0.02 0.08 0.073
H 3.918 -0.039 -2.716 -0.17 0.23 -0.28 0.104
H 3.205 1.269 -1.733 -0.03 -0.39 0.28 0.090
H 4.710 -0.164 -0.550 -0.15 -0.12 -0.52 0.027
C -2.518 -3.009 -0.425 1.09 1.59 -1.04 -0.093
C -1.378 -3.986 -0.192 -1.80 -1.62 1.56 -0.260
O -1.706 -4.789 0.995 0.34 0.33 0.31 -0.125
H -2.770 -2.374 0.429 -0.02 -0.57 0.40 0.077
H -3.420 -3.377 -0.912 0.05 -0.47 0.25 0.073
H -2.136 -2.235 -1.107 -0.11 -0.18 -0.28 0.055
H -0.419 -3.538 0.048 -0.01 0.17 -0.47 0.079
H -1.342 -4.791 -0.931 0.50 0.81 -0.77 0.109
H -2.661 -4.889 1.013 -0.01 -0.04 0.00 0.061
C 2.817 -3.540 -3.282 -0.78 1.09 0.43 -0.093
C 1.681 -4.395 -3.860 1.35 1.15 -0.49 -0.316
O 2.035 -5.769 -3.780 -0.73 0.32 -0.04 -0.070
H 2.525 -2.487 -3.380 -0.05 -0.02 0.06 0.053
H 3.784 -3.591 -3.779 -0.11 -0.60 -0.18 0.075
H 2.949 -3.668 -2.205 0.04 -0.25 -0.01 0.060
H 1.584 -4.039 -4.889 0.16 -0.87 -0.34 0.107
H 0.706 -4.103 -3.460 0.05 -0.49 0.69 0.104
H 2.174 -5.916 -2.838 0.04 -0.28 -0.07 0.080
C 0.490 -0.649 -0.845 0.87 -0.07 0.63 -0.643
O 1.123 -1.671 -0.554 -0.44 0.14 -0.33 -0.024
N -0.413 -0.108 0.018 -0.14 -0.06 -0.38 0.198
N 0.704 0.079 -1.966 -0.32 -0.26 -0.04 0.178
H -0.479 -0.486 0.946 -0.24 0.22 0.05 0.057
H -0.872 0.746 -0.239 -0.06 0.07 0.24 0.064
H 0.188 0.942 -2.098 0.18 0.05 -0.16 0.047
H 1.354 -0.272 -2.643 0.02 0.01 -0.01 0.090
C 3.341 -0.114 2.036 -0.07 0.47 0.10 -0.044
C 4.123 -1.391 1.754 -0.02 0.04 -0.69 -0.388
C 3.639 -2.568 2.579 0.44 -0.32 -0.01 -0.224
O 3.949 -2.350 3.940 -0.43 -0.14 -0.22 -0.164
C 3.469 -3.379 4.766 0.18 -0.32 0.47 -0.117
N 3.964 -1.711 0.313 -1.23 -0.11 0.45 0.043
H 2.261 -0.262 1.947 0.21 -0.01 -0.36 0.052
H 3.645 0.672 1.341 -0.07 -0.09 -0.12 0.077
H 3.495 0.306 3.031 0.23 -0.34 0.13 0.085
H 5.186 -1.179 1.880 0.01 -0.26 0.52 0.145
H 4.079 -3.500 2.192 0.53 0.04 0.26 0.126
H 2.574 -2.773 2.406 -0.20 0.50 0.22 0.112
H 3.673 -3.107 5.802 -0.01 0.13 -0.05 0.088
H 3.985 -4.330 4.585 0.03 0.01 -0.19 0.089
H 2.394 -3.563 4.668 -0.05 0.18 -0.18 0.082
H 2.941 -1.789 0.205 0.28 0.35 -0.58 0.045
H 4.249 -2.668 0.115 0.50 0.14 0.11 0.084
C 0.403 4.175 -3.180 -0.77 0.78 -0.34 -0.051
C -0.489 3.953 -1.961 1.24 0.90 -0.47 -0.439
C -1.591 4.994 -1.750 -0.41 -0.51 -0.46 -0.187
O -2.426 4.636 -0.660 -0.48 -0.15 0.39 -0.207
C -1.777 4.728 0.600 0.87 -0.11 -0.69 -0.101
N -1.002 2.594 -2.008 -0.79 -0.25 1.30 0.050
H 0.929 5.131 -3.167 0.11 -0.09 0.34 0.083
H -0.227 4.254 -4.074 0.13 -0.42 -0.13 0.081
H 1.123 3.365 -3.260 0.00 -0.01 -0.13 0.072
H 0.202 4.093 -1.122 -0.16 -0.67 0.21 0.132
H -2.249 4.974 -2.622 -0.08 0.11 -0.03 0.131
H -1.227 6.017 -1.633 0.32 -0.01 0.08 0.130
H -1.378 5.741 0.703 -0.01 0.02 0.37 0.099
H -0.942 4.018 0.618 0.11 0.15 0.20 0.072
H -2.409 4.447 1.436 -0.54 0.25 -0.32 0.075
H -1.736 2.602 -1.291 0.11 -0.40 -0.13 0.054
H -1.513 2.346 -2.852 0.24 0.53 -0.28 0.086
C -0.927 2.206 2.933 0.89 0.25 -1.30 -0.080
C -1.392 1.325 4.076 0.55 1.55 0.34 -0.412
C -0.543 0.059 4.236 -1.51 0.23 -1.10 -0.165
O -0.837 -0.706 3.065 0.47 -0.09 -0.11 -0.219
C 0.132 -1.730 2.838 -0.79 0.07 0.21 -0.088
N -1.243 2.186 5.268 0.04 -0.97 0.54 0.028
H 0.128 2.506 2.963 0.12 -0.41 0.68 0.094
H -1.406 3.185 2.883 -0.57 -0.23 0.22 0.055
H -0.983 1.759 1.937 -0.45 -0.19 0.20 0.049
H -2.445 1.071 3.921 0.06 -0.39 -0.14 0.127
H -0.926 -0.503 5.091 0.54 0.03 0.34 0.130
H 0.520 0.300 4.261 0.03 0.00 0.38 0.130
H -0.042 -2.119 1.836 0.22 -0.01 -0.07 0.068
H -0.044 -2.567 3.520 0.32 0.04 0.20 0.101
H 1.126 -1.291 2.930 -0.06 -0.44 0.10 0.054
H -1.675 1.717 6.059 0.10 0.21 0.09 0.071
H -1.701 3.080 5.166 -0.09 -0.03 -0.19 0.065
C -5.667 -0.784 -1.901 0.87 -0.39 0.71 -0.062
C -4.824 0.400 -2.310 0.97 1.59 0.53 -0.400
C -4.664 1.472 -1.186 -1.24 -0.61 -0.24 -0.197
O -4.397 0.790 0.023 0.51 0.25 -0.17 -0.181
C -3.996 1.640 1.055 0.41 -0.03 1.18 -0.111
N -3.455 0.064 -2.787 -0.64 -0.20 0.06 0.047
H -5.433 -1.591 -2.597 -0.86 0.10 -0.35 0.080
H -6.696 -0.461 -1.757 -0.21 -0.39 -0.55 0.083
H -5.376 -1.212 -0.937 0.24 0.35 0.05 0.068
H -5.328 0.920 -3.130 0.03 -0.15 -0.09 0.132
H -5.592 2.055 -1.085 -0.02 -0.01 0.11 0.128
H -3.875 2.190 -1.428 0.12 -0.06 -0.06 0.098
H -4.748 2.387 1.331 -0.13 0.03 -0.21 0.100
H -3.036 2.156 0.926 -0.09 0.11 -0.75 0.056
H -3.787 1.038 1.943 -0.37 -0.24 -0.09 0.085
H -2.843 0.110 -1.976 0.16 -0.27 -0.07 0.042
H -3.189 0.834 -3.390 0.23 -0.13 -0.09 0.051
```
Forces are in eV/Å.